# 1
66
Properties=species:S:1:pos:R:3:mulliken_spin:R:1 method="wB97M-V/def2-TZVPD" homo_lumo_gap_ev="6.31 / 4.30" lumo_energy_ha="-0.463 / -0.560" s_squared=6.07 charge=+4 spin_multiplicity=5
Os 0.666 -0.888 0.061 1.011
Br 1.940 -3.023 4.788 0.033
C 0.404 -3.245 3.685 0.075
C -0.616 -4.162 3.945 -0.025
C -1.704 -4.305 3.057 0.171
Br -2.910 -5.582 3.537 0.158
C -1.788 -3.717 1.784 0.039
C -2.796 -3.957 0.756 0.005
C -2.918 -3.036 -0.305 0.049
C -2.026 -1.966 -0.373 -0.068
N -0.928 -1.873 0.427 0.078
C -0.848 -2.642 1.591 0.109
C 0.309 -2.446 2.455 0.181
O 1.154 -1.547 2.056 0.220
H -0.571 -4.570 4.949 0.002
H -3.488 -4.772 0.843 0.007
H -3.646 -3.104 -1.087 0.002
H -2.286 -1.104 -0.956 -0.015
C 3.664 -1.511 0.488 0.003
N 2.742 -0.347 0.271 -0.037
C 2.877 0.656 1.374 0.030
C 3.127 0.271 -1.048 0.018
C 2.645 -0.607 -2.233 -0.001
N 1.221 -1.076 -2.024 -0.024
C 0.930 -2.432 -2.516 0.029
C 0.331 -0.123 -2.713 0.001
H 4.725 -1.087 0.548 0.000
H 3.537 -2.245 -0.339 -0.007
H 3.462 -1.911 1.466 0.005
H 3.884 1.118 1.419 0.001
H 2.658 0.140 2.328 0.001
H 2.164 1.497 1.236 0.010
H 4.241 0.351 -1.148 0.001
H 2.659 1.256 -1.037 0.002
H 3.385 -1.411 -2.373 0.001
H 2.748 0.026 -3.132 0.001
H 1.244 -2.611 -3.556 0.000
H -0.163 -2.610 -2.479 -0.001
H 1.504 -3.200 -1.933 -0.005
H 0.023 -0.521 -3.739 0.005
H 0.874 0.862 -2.830 0.001
H -0.617 0.050 -2.158 0.008
Ge -0.414 1.237 0.543 0.038
C 0.290 3.113 0.133 0.231
C 0.293 3.678 -1.148 0.009
C 0.866 4.896 -1.408 0.235
C 1.578 5.528 -0.352 0.279
C 1.552 5.015 0.929 0.097
C 0.914 3.781 1.167 0.108
C -2.266 1.508 -0.089 0.210
C -3.295 1.078 0.702 0.050
C -4.606 1.309 0.390 0.180
C -4.916 1.937 -0.841 0.248
C -3.826 2.349 -1.671 0.196
C -2.505 2.106 -1.355 0.049
H -0.750 1.282 2.131 0.014
H -0.166 3.188 -1.985 0.004
H 0.690 5.408 -2.398 -0.005
H 1.924 6.542 -0.534 -0.008
H 2.003 5.538 1.752 0.007
H 0.990 3.277 2.155 -0.006
H -3.043 0.532 1.651 -0.001
H -5.357 0.935 1.035 0.007
H -5.943 2.059 -1.204 -0.008
H -4.112 2.930 -2.564 0.005
H -1.714 2.177 -2.125 -0.012

=====

# 2
71
Properties=species:S:1:pos:R:3:mulliken_spin:R:1 method="wB97M-V/def2-TZVPD" homo_lumo_gap_ev="6.70 / 4.54" lumo_energy_ha="-0.230 / -0.309" s_squared=6.02 charge=+2 spin_multiplicity=5
Os -0.432 -1.328 0.476 3.176
C 2.926 -2.323 0.894 -0.002
O 1.835 -2.003 -0.017 0.137
C 1.812 -2.782 -1.212 -0.018
C 0.677 -3.720 -1.123 0.010
O -0.532 -2.890 -0.955 0.004
C -1.795 -3.619 -1.163 0.018
C -2.872 -2.603 -1.359 -0.008
O -2.836 -1.678 -0.261 0.099
C -4.136 -1.263 0.261 -0.004
H 3.868 -2.139 0.386 -0.001
H 2.866 -3.356 1.217 0.001
H 2.837 -1.666 1.754 -0.002
H 2.736 -3.336 -1.345 0.000
H 1.682 -2.109 -2.052 0.001
H 0.744 -4.407 -0.288 0.001
H 0.579 -4.270 -2.050 0.000
H -1.978 -4.289 -0.339 -0.004
H -1.670 -4.195 -2.071 0.003
H -3.840 -3.098 -1.393 -0.001
H -2.728 -2.065 -2.291 0.005
H -4.626 -0.601 -0.453 -0.001
H -3.971 -0.743 1.202 0.006
H -4.753 -2.134 0.448 0.002
O -0.234 0.137 1.539 0.532
C 0.263 1.345 2.210 -0.054
C -0.892 2.335 2.327 0.008
C -2.113 2.271 1.679 0.003
C -2.917 3.410 1.900 -0.001
C -2.284 4.335 2.695 0.000
S -0.748 3.821 3.183 0.001
C 1.232 2.121 1.313 0.014
C 1.001 2.490 -0.014 -0.001
C 1.962 3.374 -0.525 -0.003
C 2.900 3.699 0.432 0.003
S 2.636 2.896 1.908 0.000
C 0.835 0.904 3.525 0.026
C 0.340 1.095 4.778 0.004
C 1.080 0.397 5.787 -0.001
C 2.103 -0.315 5.264 0.007
S 2.210 -0.113 3.572 0.001
H -2.404 1.428 1.064 -0.006
H -3.922 3.552 1.504 0.000
H -2.669 5.296 3.031 0.000
H 0.122 2.163 -0.554 -0.003
H 1.966 3.777 -1.538 0.000
H 3.760 4.363 0.319 0.000
H -0.552 1.682 4.989 0.000
H 0.848 0.427 6.850 0.000
H 2.826 -0.933 5.787 0.000
Cl -0.974 -1.881 4.144 0.002
Si -0.909 -2.801 2.349 -0.125
Cl 0.500 -4.292 2.415 0.005
Cl -2.719 -3.766 2.178 0.001
C -1.732 0.951 -2.338 0.014
C -0.319 0.456 -2.332 0.003
O 0.109 -0.324 -1.447 0.163
C 0.629 0.895 -3.354 -0.003
C 1.981 0.573 -3.210 0.004
C 2.891 0.982 -4.168 -0.001
C 2.446 1.709 -5.274 0.001
C 1.101 2.035 -5.420 0.000
C 0.192 1.630 -4.456 0.002
H -2.261 0.606 -1.464 -0.009
H -2.243 0.591 -3.238 0.000
H -1.746 2.044 -2.383 -0.001
H 2.304 0.006 -2.344 -0.008
H 3.944 0.734 -4.064 0.000
H 3.158 2.027 -6.030 0.000
H 0.763 2.599 -6.284 0.000
H -0.859 1.884 -4.575 0.000

=====

# 3
92
Properties=species:S:1:pos:R:3:mulliken_charge:R:1 method="wB97M-V/def2-TZVPD" homo_lumo_gap_ev=10.04 lumo_energy_ha=-0.002 smiles="O=C1OC[C@@H](F)O1.O=C1OC[C@@H](F)O1.O=C1OC[C@@H](F)O1.O=C1OC[C@@H](F)O1.O=C1OC[C@@H](F)O1.O=C1OC[C@@H](F)O1.O=C1OC[C@@H](F)O1.O=C1OC[C@@H](F)O1.CNC(C)=O"
C -4.660 -0.001 3.109 -0.554
C -5.015 1.342 3.811 0.267
O -3.847 1.588 4.419 -0.334
C -2.830 0.985 3.780 0.691
O -1.656 1.009 4.186 -0.638
O -3.280 0.217 2.814 0.048
F -5.953 1.039 4.736 -0.328
H -5.111 0.068 2.119 0.269
H -4.879 -0.886 3.706 0.242
H -5.331 2.181 3.191 0.356
C -1.774 0.506 -4.437 0.165
C -1.434 -0.786 -5.183 0.524
O -2.106 -0.501 -6.445 -0.365
C -2.049 0.833 -6.681 0.594
O -2.195 1.378 -7.781 -0.553
O -1.929 1.467 -5.482 -0.340
F -2.038 -1.743 -4.523 -0.271
H -1.093 0.768 -3.627 -0.219
H -2.661 0.430 -3.808 0.179
H -0.397 -1.095 -5.319 0.298
C 1.792 1.799 3.608 -0.065
C 1.950 2.979 4.612 0.310
O 1.447 4.018 3.831 -0.365
C 1.497 3.772 2.491 0.604
O 1.425 4.559 1.524 -0.594
O 1.796 2.472 2.337 -0.030
F 3.221 3.267 4.801 -0.286
H 0.853 1.245 3.634 -0.137
H 2.575 1.041 3.623 0.305
H 1.452 2.950 5.581 0.310
C -1.167 4.736 -0.678 -0.195
C -2.015 3.623 -1.118 0.296
O -2.144 2.906 0.086 -0.203
C -1.973 3.716 1.135 0.634
O -2.282 3.404 2.291 -0.545
O -1.412 4.866 0.713 -0.313
F -1.437 2.788 -1.986 -0.267
H -1.516 5.731 -0.955 0.359
H -0.136 4.551 -0.980 0.046
H -2.948 3.934 -1.587 0.210
C -1.847 -3.008 5.178 -0.519
C -1.776 -4.402 4.754 0.222
O -1.779 -4.251 3.356 -0.243
C -2.411 -3.127 3.085 0.598
O -2.667 -2.773 1.888 -0.636
O -2.569 -2.405 4.188 -0.174
F -2.839 -5.134 5.172 -0.313
H -0.866 -2.540 5.272 0.312
H -2.351 -2.965 6.143 0.334
H -0.868 -4.874 5.128 0.371
C 3.018 3.217 -1.369 0.544
C 3.873 2.049 -1.072 0.747
O 4.781 2.563 -0.177 -0.359
C 4.764 3.791 -0.038 0.679
O 5.467 4.427 0.719 -0.595
O 3.699 4.250 -0.747 -0.387
F 4.485 1.555 -2.176 -0.375
H 2.013 2.983 -1.019 -0.544
H 2.880 3.484 -2.416 0.280
H 3.456 1.171 -0.578 -0.009
C 1.248 -3.528 -0.467 -0.277
C 2.670 -3.452 -0.092 0.339
O 2.501 -3.859 1.217 -0.361
C 1.307 -3.526 1.707 0.577
O 1.042 -3.563 2.899 -0.584
O 0.536 -3.171 0.728 -0.192
F 3.061 -2.169 -0.109 -0.221
H 1.006 -4.570 -0.677 0.431
H 1.054 -2.949 -1.370 -0.048
H 3.406 -4.002 -0.678 0.355
C -1.296 -0.186 -0.127 -0.157
C -0.370 0.479 0.847 0.797
O 0.675 0.979 0.036 0.927
C 0.742 0.083 -1.001 -0.078
O 1.661 -0.022 -1.858 -0.669
O -0.382 -0.535 -1.159 -0.382
F 0.028 -0.420 1.787 -0.174
H -2.070 0.475 -0.516 0.153
H -1.839 -1.041 0.274 0.293
H -0.826 1.281 1.428 -0.855
C 3.740 -2.381 -3.543 -0.972
C 2.642 -3.397 -3.949 0.812
O 2.475 -4.344 -3.159 -0.657
N 1.916 -3.121 -5.059 -0.156
C 0.675 -3.787 -5.431 -0.975
H 3.423 -1.380 -3.836 0.261
H 4.650 -2.666 -4.071 0.395
H 4.013 -2.283 -2.492 0.127
H 2.239 -2.272 -5.501 0.261
H 0.031 -3.185 -6.072 0.331
H 0.024 -3.964 -4.574 0.347
H 0.820 -4.688 -6.026 0.315

=====

# 4
67
Properties=species:S:1:pos:R:3:nbo_charge:R:1 method="wB97M-V/def2-TZVPD" homo_lumo_gap_ev=6.20 lumo_energy_ha=0.067 charge=-1
C 2.680 2.501 0.386 -0.400
C 1.559 1.750 0.141 -0.190
C 0.710 1.202 1.246 0.060
O -0.248 2.070 1.791 -0.501
C 0.073 3.445 1.870 -0.060
C -0.331 4.236 0.630 -0.637
C 1.717 0.879 2.377 0.813
O 1.876 1.326 3.461 -0.529
O 2.450 -0.179 1.870 -0.572
C 1.501 -1.054 1.209 0.208
C 1.588 -2.366 2.075 -0.555
C 2.099 -2.150 3.479 0.893
O 3.227 -2.318 3.811 -0.527
F 1.200 -1.733 4.392 -0.338
C 2.128 -1.454 -0.130 -0.014
C 3.309 -0.886 -0.577 -0.193
C 3.789 -1.312 -1.812 -0.253
C 3.058 -2.258 -2.513 0.031
N 1.947 -2.832 -2.068 -0.390
C 1.498 -2.438 -0.886 0.025
C 0.114 -0.281 1.109 0.372
C -0.601 -0.300 -0.282 -0.541
C -1.819 0.597 -0.401 0.108
C -2.926 0.475 0.434 -0.210
C -4.053 1.269 0.318 -0.220
C -4.099 2.255 -0.655 -0.225
C -3.015 2.376 -1.507 -0.212
C -1.889 1.563 -1.416 0.006
C -0.824 1.784 -2.462 -0.636
O -0.771 -0.298 2.195 -0.549
C -1.337 -1.508 2.690 -0.073
C -1.837 -2.553 1.695 -0.650
H 3.529 2.073 0.912 0.204
H 2.709 3.532 0.045 0.206
H 1.308 1.561 -0.899 0.239
H 1.108 3.635 2.162 0.177
H -0.533 3.824 2.695 0.189
H -1.305 3.922 0.265 0.239
H 0.437 4.161 -0.141 0.197
H -0.347 5.290 0.919 0.199
H 2.319 -3.036 1.636 0.253
H 0.654 -2.918 2.118 0.244
H 3.825 -0.130 -0.010 0.234
H 4.698 -0.909 -2.235 0.215
H 3.398 -2.552 -3.500 0.191
H 0.588 -2.897 -0.521 0.196
H -0.951 -1.315 -0.475 0.259
H 0.096 -0.111 -1.088 0.241
H -2.924 -0.256 1.223 0.192
H -4.897 1.124 0.980 0.195
H -4.971 2.886 -0.758 0.199
H -3.065 3.118 -2.295 0.197
H -1.276 2.239 -3.338 0.227
H -0.078 2.481 -2.071 0.188
H -0.335 0.860 -2.759 0.242
H -0.651 -1.997 3.373 0.177
H -2.174 -1.206 3.321 0.194
H -2.753 -2.296 1.174 0.234
H -1.063 -2.840 0.987 0.200
H -2.043 -3.461 2.271 0.212
C -0.858 -2.954 -3.711 -0.728
C -1.567 -1.590 -3.878 0.764
O -2.054 -1.095 -2.828 -0.820
O -1.564 -1.112 -5.032 -0.783
H -0.898 -3.281 -2.671 0.180
H -1.320 -3.719 -4.339 0.198
H 0.185 -2.843 -4.004 0.208

=====

# 5
66
Properties=species:S:1:pos:R:3:mulliken_spin:R:1 method="wB97M-V/def2-TZVPD" homo_lumo_gap_ev="6.26 / 6.63" lumo_energy_ha="-0.241 / -0.258" de_lowest_kcal_mol=0.0 s_squared=0.77 charge=+2 spin_multiplicity=2
Re -0.235 0.179 -0.414 0.723
C -3.280 -1.422 -0.324 0.003
C -2.160 -2.265 0.196 0.033
C -2.428 -3.531 0.714 -0.001
C -1.411 -4.295 1.242 0.013
C -0.114 -3.797 1.214 0.011
C 0.107 -2.556 0.663 0.051
N -0.905 -1.782 0.177 -0.064
C 1.459 -1.969 0.559 0.036
C 2.654 -2.620 0.807 -0.031
C 3.839 -1.913 0.670 0.068
C 3.825 -0.572 0.304 -0.031
C 2.612 0.042 0.062 0.061
N 1.470 -0.675 0.176 -0.045
C 2.417 1.466 -0.310 0.022
C 3.462 2.357 -0.381 0.010
C 3.200 3.667 -0.772 0.000
C 1.906 4.034 -1.054 0.007
C 0.873 3.104 -0.932 0.005
C -0.540 3.517 -1.193 0.000
N 1.132 1.838 -0.577 -0.008
H -3.889 -1.056 0.506 0.003
H -3.933 -2.014 -0.965 0.003
H -2.910 -0.573 -0.898 0.011
H -3.446 -3.896 0.701 0.000
H -1.615 -5.265 1.673 0.000
H 0.705 -4.375 1.617 0.001
H 2.671 -3.662 1.091 0.001
H 4.783 -2.406 0.857 0.002
H 4.752 -0.028 0.206 -0.001
H 4.468 2.050 -0.140 0.001
H 4.007 4.383 -0.850 0.000
H 1.669 5.043 -1.364 0.000
H -0.786 4.400 -0.603 0.001
H -1.248 2.725 -0.952 0.017
H -0.674 3.779 -2.244 0.001
C -0.942 -1.320 -5.085 0.015
Ge 0.142 -1.454 -3.486 0.033
C 0.056 -3.211 -2.663 0.006
C 1.997 -0.959 -3.820 0.002
C -0.463 -0.004 -2.235 -0.029
H -0.600 -2.050 -5.819 0.002
H -0.841 -0.326 -5.522 -0.001
H -1.995 -1.508 -4.881 0.000
H 0.384 -3.949 -3.395 0.000
H -0.957 -3.473 -2.357 -0.001
H 0.721 -3.278 -1.803 -0.002
H 2.425 -1.555 -4.626 0.001
H 2.599 -1.117 -2.922 0.000
H 2.062 0.091 -4.106 0.000
H -0.835 0.855 -2.814 0.029
N -3.154 3.331 5.535 0.000
C -1.955 2.740 5.364 0.001
O -1.107 2.662 6.223 0.000
C -1.659 2.138 3.997 -0.003
C -0.445 1.478 3.871 0.003
C -0.102 0.918 2.660 0.008
N -0.898 0.986 1.578 0.045
C -2.070 1.623 1.701 -0.011
C -2.485 2.205 2.883 -0.009
H -3.354 3.725 6.441 0.000
H -3.867 3.370 4.833 0.000
H 0.211 1.417 4.729 0.001
H 0.838 0.394 2.543 0.001
H -2.698 1.662 0.818 0.004
H -3.445 2.701 2.895 0.000

=====

# 6
63
Properties=species:S:1:pos:R:3:nbo_charge:R:1 method="wB97M-V/def2-TZVPD" homo_lumo_gap_ev=7.59 lumo_energy_ha=-0.007 de_lowest_kcal_mol=496.9
C -0.911 -9.854 3.199 -0.218
H -1.227 -10.828 3.803 0.201
O -1.487 -8.917 3.833 -0.483
C -1.413 -7.527 3.322 0.222
C -0.968 -7.152 2.108 -0.261
C -0.669 -5.788 1.699 -0.174
C -1.148 -4.672 2.516 -0.076
C -1.911 -5.154 3.489 -0.295
C -1.963 -6.420 3.953 0.322
O -2.559 -6.827 5.259 -0.476
C -2.956 -5.873 5.888 -0.196
H -3.513 -6.331 6.705 0.190
H -4.123 -5.257 5.533 0.081
H -2.299 -5.147 6.351 0.161
H -2.367 -4.343 4.089 0.233
C -1.018 -3.393 1.926 -0.186
C -1.668 -2.315 2.563 -0.197
C -1.501 -0.943 1.907 0.688
O -2.382 -0.335 2.054 -0.531
N -0.346 -0.773 1.048 -0.615
C -0.204 0.374 0.199 0.158
C -0.741 1.565 0.235 -0.263
C -0.446 2.529 -0.550 -0.190
C 0.786 2.634 -1.214 0.015
C 1.332 1.308 -1.482 -0.198
C 1.019 0.254 -0.444 -0.168
H 1.544 -0.454 -0.339 0.155
H 2.391 1.257 -1.878 0.211
C 1.051 3.905 -2.037 -0.237
C 1.135 5.023 -1.081 -0.364
C 1.457 6.199 -2.076 -0.283
C 2.639 6.103 -2.820 -0.430
C 2.649 4.837 -3.669 0.266
C 2.198 3.707 -2.807 -0.376
H 3.085 3.514 -2.142 0.216
H 2.378 2.652 -3.618 0.228
C 1.362 5.086 -4.783 -0.411
C 0.385 5.367 -3.762 -0.167
C 0.341 6.523 -3.005 -0.402
H 0.679 7.485 -3.621 0.218
H -0.595 6.672 -2.259 0.230
C 0.114 4.195 -3.070 -0.353
H -0.214 3.323 -3.789 0.251
H -1.155 4.318 -2.534 0.173
H -0.620 5.557 -4.777 0.147
H 1.634 5.933 -5.164 0.187
H 1.360 4.288 -5.235 0.194
O 3.747 4.587 -4.163 -0.688
H 4.054 5.304 -4.971 0.473
H 3.084 7.068 -3.385 0.216
H 3.550 5.858 -2.084 0.206
H 1.500 7.079 -1.354 0.218
H 1.839 4.627 -0.459 0.218
H 0.198 5.176 -0.458 0.226
H -1.192 3.392 -0.346 0.219
H -1.651 1.465 0.918 0.235
H 0.116 -1.507 0.909 0.372
H -2.114 -2.339 3.319 0.159
H -0.520 -3.498 0.878 0.226
H -0.002 -5.754 0.969 0.197
H -0.426 -8.012 1.510 0.223
H 0.173 -9.761 3.080 0.168
H -1.490 -9.992 2.115 0.136

=====

# 7
60
Properties=species:S:1:pos:R:3:nbo_charge:R:1 method="wB97M-V/def2-TZVPD" homo_lumo_gap_ev=3.25 lumo_energy_ha=-0.260 de_lowest_kcal_mol=92.7 charge=+1
C -1.498 -3.458 1.047 -0.596
C -0.303 -2.620 0.546 -0.524
C -0.211 -1.312 1.311 0.619
C 1.057 -0.408 1.431 -0.303
C 0.686 0.550 2.588 -0.599
O -1.091 -0.977 2.088 -0.571
Si -5.039 -0.415 -0.935 1.812
C -5.179 -1.812 0.422 -1.087
C -4.518 1.164 0.015 -1.143
C -3.490 -0.776 -1.996 -1.138
H -1.366 -4.516 0.749 0.221
H -1.669 -3.397 2.132 0.232
H -2.452 -3.100 0.619 0.171
H 0.629 -3.202 0.677 0.244
H -0.478 -2.456 -0.527 0.235
H 1.897 -1.099 1.804 0.236
H 1.553 1.006 3.030 0.217
H 0.025 1.267 2.156 0.212
H 0.215 0.068 3.442 0.238
H -6.191 -2.215 0.544 0.276
H -4.515 -2.644 0.117 0.274
H -4.884 -1.366 1.396 0.293
H -4.393 2.087 -0.596 0.275
H -5.179 1.451 0.863 0.274
H -3.538 0.925 0.458 0.311
H -3.145 0.057 -2.640 0.276
H -2.699 -1.009 -1.293 0.292
H -3.582 -1.677 -2.647 0.275
C 1.447 0.258 0.235 -0.131
C 1.667 -0.634 -1.018 -0.019
C 2.366 -1.808 -0.830 -0.165
C 2.409 -2.768 -1.835 -0.219
C 1.836 -2.510 -3.086 -0.220
C 1.262 -1.252 -3.303 -0.205
C 1.233 -0.282 -2.293 -0.225
C 0.554 1.485 -0.115 -0.021
C 1.225 2.675 0.196 0.046
C 0.633 3.924 0.068 -0.208
C -0.632 4.017 -0.508 -0.204
C -1.267 2.827 -0.926 -0.236
C -0.705 1.554 -0.710 -0.185
C 2.585 2.385 0.653 -0.085
C 2.769 0.999 0.592 0.048
C 3.960 0.409 0.964 -0.217
C 4.997 1.247 1.410 -0.188
C 4.800 2.646 1.511 -0.201
C 3.577 3.219 1.162 -0.190
H 2.816 -2.070 0.139 0.203
H 2.814 -3.759 -1.643 0.220
H 1.801 -3.285 -3.880 0.226
H 0.765 -1.043 -4.245 0.215
H 0.807 0.697 -2.512 0.229
H 1.222 4.757 0.454 0.223
H -1.063 5.010 -0.653 0.227
H -2.200 2.918 -1.460 0.195
H -1.243 0.672 -1.067 0.186
H 3.994 -0.678 0.968 0.210
H 5.931 0.776 1.668 0.222
H 5.627 3.236 1.895 0.225
H 3.374 4.265 1.365 0.219